Computed, not measured: a single C4H6O2 molecule, with the ωB97M-V functional and the def2-TZVPD basis.

The geometry in XYZ format:
```
12
Properties=species:S:1:pos:R:3:forces:R:3
O 2.40050 -0.64818 -0.03437 -0.4 0.4 0.2
O -0.56358 0.46887 1.28288 -0.3 0.1 0.1
C -0.32449 -0.73962 -0.90279 -0.1 -0.1 0.0
C -1.83243 0.74303 1.30603 0.3 -0.2 -0.3
C 0.20164 0.34286 0.02971 0.0 -0.1 -0.2
C 1.62848 0.09844 0.50954 0.2 -0.2 -0.2
H -1.29356 -1.10248 -0.55206 0.1 0.1 0.0
H 1.89392 0.66847 1.42095 0.1 -0.1 -0.1
H -0.45739 -0.37191 -1.92258 0.0 0.0 0.2
H -2.18311 0.78220 0.22838 0.1 0.1 0.3
H 0.37107 -1.58109 -0.93786 -0.1 0.1 0.0
H 0.15897 1.33943 -0.42784 0.1 -0.2 0.0
```
Positions in Å, forces in eV/Å.

## Properties
* E_tot: -8336.327 eV
* spin multiplicity: 1
* relative energy (zero: lowest compared OMol25 entry of this formula, charge and spin): 398.8 kJ/mol
* lowest unoccupied orbital energy: 0.25 eV
* net charge: 0

Computed, not measured: a single C4H6O2 molecule, with the ωB97M-V functional and the def2-TZVPD basis.

The geometry in XYZ format:
```
12
Properties=species:S:1:pos:R:3:forces:R:3
O 1.66953 -0.67882 -0.89563 0.1 0.1 -0.3
O -0.16624 1.66912 -0.16012 0.1 0.1 -0.1
C -0.85707 0.72647 0.64685 -0.2 0.0 0.3
C -0.60555 0.46053 -0.77191 -0.1 -0.1 -0.3
C 0.35870 -0.66834 -0.40574 -0.3 -0.2 0.1
C 0.19032 -0.28985 1.09471 0.1 0.0 0.1
H 1.68766 -0.23217 -1.75051 0.1 -0.1 0.1
H -1.25468 0.55426 -1.63797 0.1 0.0 0.1
H -0.16487 -1.10982 1.72238 0.0 0.1 -0.1
H 1.07177 0.18004 1.53571 -0.1 -0.1 0.0
H -1.77512 1.04199 1.13152 0.2 0.0 -0.1
H -0.14179 -1.62941 -0.60040 0.1 0.1 0.0
```
Positions in Å, forces in eV/Å.

## Properties
* E_tot: -8337.806 eV
* spin multiplicity: 1
* relative energy (zero: lowest compared OMol25 entry of this formula, charge and spin): 256.2 kJ/mol
* lowest unoccupied orbital energy: 0.96 eV
* net charge: 0

Computed, not measured: 2 unconnected molecules or ions with the total composition C4H6O2, with the ωB97M-V functional and the def2-TZVPD basis.

The geometry in XYZ format:
```
12
Properties=species:S:1:pos:R:3:forces:R:3
O -2.00276 -1.17970 -0.00404 -0.1 -0.2 -0.1
O 2.24488 -0.39733 1.30539 -0.1 0.2 -0.4
C 1.30435 0.12289 -0.92060 0.2 0.2 0.3
C 2.11418 0.10888 0.21504 -0.3 -0.3 0.3
C -0.75423 -0.60811 0.28748 0.2 0.1 0.2
C -1.90472 0.23707 -0.02416 0.0 0.3 0.0
H -0.00136 -0.83071 -0.52534 0.0 0.1 0.1
H -1.98999 0.69609 -1.00904 0.0 -0.1 0.1
H -0.36651 -0.72279 1.29741 -0.1 0.0 -0.2
H 2.94406 0.73391 -0.26837 0.0 0.1 -0.2
H -2.42287 0.75043 0.78392 0.1 -0.1 -0.1
H 0.83495 1.08937 -1.13769 0.0 -0.2 0.1
```
Positions in Å, forces in eV/Å.

## Properties
* E_tot: -8334.292 eV
* spin multiplicity: 1
* relative energy (zero: lowest compared OMol25 entry of this formula, charge and spin): 595.2 kJ/mol
* lowest unoccupied orbital energy: -0.82 eV
* net charge: 0

Computed, not measured: a single C4H6O2 molecule, with the ωB97M-V functional and the def2-TZVPD basis.

The geometry in XYZ format:
```
12
Properties=species:S:1:pos:R:3:forces:R:3
O -0.53728 0.19129 -1.60273 -0.1 0.0 -0.3
O -1.42119 -1.09158 1.27581 0.4 0.1 0.1
C -0.48761 -0.57414 0.70068 -0.2 -0.3 0.2
C -0.01639 1.39661 -1.08230 0.2 0.2 0.1
C 0.90996 -1.13132 0.83445 0.0 0.0 0.0
C -0.85536 0.52992 -0.25334 -0.3 -0.1 0.1
H 1.70160 -0.46654 0.48187 -0.2 0.0 0.0
H -1.87833 0.85124 -0.06357 0.0 -0.1 -0.2
H -0.50657 2.28879 -1.47302 0.2 -0.1 0.1
H 1.07478 -1.38163 1.88648 0.0 0.1 -0.2
H 1.06376 1.45840 -0.97740 -0.1 -0.1 0.1
H 0.95262 -2.07106 0.27308 0.0 0.2 0.0
```
Positions in Å, forces in eV/Å.

## Properties
* E_tot: -8338.575 eV
* spin multiplicity: 1
* relative energy (zero: lowest compared OMol25 entry of this formula, charge and spin): 182.0 kJ/mol
* lowest unoccupied orbital energy: 0.89 eV
* net charge: 0

Computed, not measured: a single C4H6O2 molecule, with the ωB97M-V functional and the def2-TZVPD basis.

The geometry in XYZ format:
```
12
Properties=species:S:1:pos:R:3:forces:R:3
O -0.79280 -0.71246 -0.77390 0.4 0.7 -0.1
O -2.10356 -1.23673 -0.61808 -0.4 0.5 0.6
C 1.28142 0.19180 0.09806 -3.8 -3.5 2.9
C -0.95911 0.33939 1.44850 -0.2 0.4 -0.3
C 1.67777 0.72702 -1.01615 2.3 0.0 -0.6
C -0.36834 -0.05818 0.32561 3.7 1.0 0.6
H 1.85584 -0.45750 0.88082 -0.7 1.5 -1.9
H 2.74622 0.51072 -1.26573 -0.9 1.0 -0.1
H -2.03016 -1.87464 -1.32078 -0.3 -0.7 -0.5
H -1.98866 0.58985 1.60675 -0.7 -0.9 -0.2
H 1.03268 1.32612 -1.64325 0.1 -0.3 -0.3
H -0.35130 0.65461 2.27816 0.5 0.3 -0.2
```
Positions in Å, forces in eV/Å.

## Properties
* E_tot: -8334.813 eV
* spin multiplicity: 1
* relative energy (zero: lowest compared OMol25 entry of this formula, charge and spin): 544.9 kJ/mol
* lowest unoccupied orbital energy: 0.88 eV
* net charge: 0

Computed, not measured: 2 unconnected molecules or ions with the total composition C4H6O2, with the ωB97M-V functional and the def2-TZVPD basis.

The geometry in XYZ format:
```
12
Properties=species:S:1:pos:R:3:forces:R:3
O -0.90756 -0.49423 -0.65163 -1.8 -0.7 -1.0
O 0.82785 0.65201 0.00087 -4.3 0.2 -0.2
C 0.82307 -0.14721 -2.30000 -0.7 2.8 -1.2
C 0.13118 -0.03787 -1.01800 1.6 0.6 2.8
C -1.27761 -0.46334 2.51466 -0.6 -0.9 -1.2
C -0.51870 0.16829 3.15920 1.9 2.4 2.4
H 1.84896 -0.50388 -2.09381 -0.5 0.5 -0.8
H 0.08366 0.83107 3.81088 -0.7 -1.0 -0.9
H -0.12290 0.75217 0.54792 4.0 -0.2 -0.8
H 0.68162 0.96165 -2.75673 1.3 -2.3 1.1
H 0.18954 -0.67368 -3.00034 0.4 -0.9 0.1
H -1.75912 -1.04499 1.78698 -0.6 -0.4 -0.3
```
Positions in Å, forces in eV/Å.

## Properties
* E_tot: -8337.320 eV
* spin multiplicity: 1
* relative energy (zero: lowest compared OMol25 entry of this formula, charge and spin): 303.1 kJ/mol
* lowest unoccupied orbital energy: 0.85 eV
* net charge: 0